# 1
{
  "formula": "C45H46AsCoN5O2S4",
  "method": "ωB97M-V/def2-TZVPD",
  "multiplicity": 2,
  "charge": 2,
  "homo_lumo_gap_ev": [7.737, 7.761],
  "largest_force_ev_per_a": 0.5,
  "species": ["Co", "C", "C", "S", "C", "C", "S", "C", "C", "S", "H", "H", "H", "H", "H", "H", "H", "H", "H", "H", "H", "H", "N", "C", "C", "C", "C", "C", "C", "N", "C", "C", "C", "S", "C", "N", "H", "H", "H", "H", "H", "H", "H", "C", "N", "N", "C", "O", "C", "C", "C", "C", "C", "C", "C", "C", "C", "H", "H", "H", "H", "H", "H", "H", "H", "H", "H", "H", "H", "O", "As", "C", "C", "C", "C", "C", "C", "C", "C", "C", "C", "C", "C", "C", "C", "C", "C", "C", "C", "H", "H", "H", "H", "H", "H", "H", "H", "H", "H", "H", "H", "H", "H", "H"],
  "xyz": [[-0.8528, -0.1950, -1.3134], [-0.2535, -5.2959, 2.2077], [-0.1716, -3.9820, 3.0035], [0.0489, -2.4297, 2.0917], [-1.6667, -1.9846, 1.7445], [-2.3203, -2.8697, 0.6945], [-1.7588, -2.6256, -1.0122], [-0.2448, -3.6277, -1.1651], [-0.3298, -5.0688, -0.6521], [0.7866, -5.4445, 0.7328], [-1.2792, -5.5337, 1.9270], [0.0810, -6.1063, 2.8558], [0.6713, -4.0234, 3.6918], [-1.0711, -3.8676, 3.6119], [-1.6468, -0.9427, 1.4117], [-2.2415, -2.0269, 2.6727], [-3.3953, -2.7061, 0.6675], [-2.1847, -3.9244, 0.9222], [0.5700, -3.0949, -0.6863], [-0.0827, -3.6174, -2.2450], [-0.0024, -5.7451, -1.4409], [-1.3445, -5.3716, -0.3943], [-3.8222, 1.2268, -3.7167], [-4.7491, 0.6300, -2.8779], [-6.1364, 0.5594, -2.9343], [-6.7611, -0.0969, -1.8957], [-6.0282, -0.6434, -0.8296], [-4.6527, -0.5693, -0.7868], [-4.0020, 0.0552, -1.8462], [-2.6487, 0.2784, -2.0919], [-2.6030, 0.9991, -3.1918], [-1.3324, 1.4748, -3.6971], [-1.0649, 2.3465, -4.7023], [0.6182, 2.5957, -4.8029], [0.8546, 1.5283, -3.5007], [-0.2323, 0.9988, -3.0163], [-4.0208, 1.7098, -4.5765], [-6.6986, 1.0037, -3.7443], [-7.8391, -0.1796, -1.8928], [-6.5604, -1.1285, -0.0225], [-4.0979, -0.9518, 0.0512], [-1.7504, 2.8613, -5.3551], [1.8420, 1.3108, -3.1328], [-0.6896, 5.8068, 1.4409], [-0.2994, 4.5468, 0.8307], [-1.1200, 3.4423, 0.8028], [-0.5352, 2.4679, 0.0361], [-1.0881, 1.3350, -0.0664], [0.6731, 3.0200, -0.4469], [0.7755, 4.2930, 0.0687], [1.8375, 5.3145, -0.1361], [-2.2372, 3.2639, 1.6708], [-2.1002, 3.4681, 3.0371], [-3.1898, 3.2525, 3.8669], [-4.3931, 2.8098, 3.3353], [-4.5140, 2.5966, 1.9688], [-3.4376, 2.8312, 1.1277], [-1.7636, 5.8081, 1.6016], [-0.4365, 6.6222, 0.7670], [-0.1860, 5.9563, 2.3953], [1.4073, 2.5149, -1.0474], [2.6716, 4.8724, -0.6754], [2.2049, 5.6992, 0.8157], [1.4631, 6.1592, -0.7171], [-1.1521, 3.7911, 3.4491], [-3.0939, 3.4225, 4.9306], [-5.2366, 2.6321, 3.9884], [-5.4527, 2.2563, 1.5522], [-3.5196, 2.6783, 0.0599], [0.8307, -1.0005, -0.7575], [2.4121, -0.9773, -0.2003], [3.4866, -0.2490, -1.6120], [3.2909, -0.7751, -2.8899], [4.0615, -0.3195, -3.9479], [5.0148, 0.6700, -3.7346], [5.2020, 1.2000, -2.4658], [4.4446, 0.7349, -1.3969], [3.1347, -2.7163, 0.1535], [3.6623, -3.4919, -0.8759], [4.2511, -4.7122, -0.5831], [4.3301, -5.1471, 0.7323], [3.8233, -4.3637, 1.7596], [3.2241, -3.1475, 1.4746], [2.6026, -0.0121, 1.4349], [3.8646, 0.1472, 2.0055], [3.9830, 0.8026, 3.2206], [2.8457, 1.2663, 3.8723], [1.5898, 1.0729, 3.3158], [1.4642, 0.4357, 2.0894], [2.5227, -1.5211, -3.0573], [3.9187, -0.7319, -4.9379], [5.6177, 1.0236, -4.5604], [5.9468, 1.9679, -2.3042], [4.5988, 1.1461, -0.4068], [3.6264, -3.1540, -1.9017], [4.6601, -5.3173, -1.3809], [4.7953, -6.0973, 0.9580], [3.9046, -4.6956, 2.7859], [2.8361, -2.5351, 2.2795], [4.7474, -0.2536, 1.5201], [4.9583, 0.9365, 3.6688], [2.9432, 1.7627, 4.8291], [0.7022, 1.3988, 3.8435], [0.4899, 0.2671, 1.6509]],
  "mulliken_spin": [1.010, 0.000, 0.000, 0.001, 0.022, -0.005, -0.042, -0.005, 0.000, 0.000, 0.000, 0.000, 0.000, 0.000, -0.009, 0.001, 0.003, -0.002, -0.004, 0.000, 0.000, 0.001, 0.000, -0.001, 0.000, 0.000, -0.001, 0.002, -0.002, -0.010, 0.017, -0.004, 0.003, 0.004, 0.002, 0.006, 0.000, 0.000, 0.000, 0.000, 0.001, 0.000, -0.002, 0.000, -0.002, 0.004, 0.012, 0.006, -0.002, -0.001, 0.000, 0.002, 0.002, 0.000, 0.000, 0.000, -0.002, 0.000, 0.000, 0.000, -0.002, 0.000, 0.000, 0.000, 0.000, 0.000, 0.000, 0.000, 0.001, 0.007, -0.007, -0.001, -0.001, 0.000, 0.000, 0.000, 0.001, -0.001, 0.000, 0.000, 0.000, 0.000, 0.001, 0.000, -0.001, 0.000, 0.000, 0.000, 0.002, -0.001, 0.000, 0.000, 0.000, 0.000, 0.000, 0.000, 0.000, 0.000, 0.000, 0.000, 0.000, 0.000, 0.000, 0.000]
}

# 2
{
  "formula": "C45H46Br2GeN7O4V",
  "method": "ωB97M-V/def2-TZVPD",
  "charge": 2,
  "homo_lumo_gap_ev": 7.489,
  "largest_force_ev_per_a": 0.8,
  "species": ["V", "N", "C", "C", "C", "C", "N", "C", "N", "N", "C", "O", "O", "H", "H", "H", "H", "H", "H", "H", "H", "H", "H", "H", "H", "H", "H", "Br", "C", "C", "C", "Br", "C", "C", "C", "C", "N", "C", "C", "O", "H", "H", "H", "H", "C", "N", "N", "C", "O", "C", "C", "C", "C", "C", "C", "C", "C", "C", "H", "H", "H", "H", "H", "H", "H", "H", "H", "H", "H", "H", "C", "Ge", "C", "C", "C", "C", "C", "C", "C", "C", "C", "C", "C", "C", "C", "C", "C", "C", "C", "C", "H", "H", "H", "H", "H", "H", "H", "H", "H", "H", "H", "H", "H", "H", "H", "H"],
  "xyz": [[0.9034, 0.1029, 1.0513], [0.5378, -1.9806, 0.5151], [1.5880, -2.3291, -0.4604], [2.1699, -3.7312, -0.2490], [1.1582, -4.8654, -0.4336], [0.9798, -5.3133, -1.8831], [0.4336, -4.2757, -2.7757], [-0.8471, -3.9595, -2.8965], [-1.7708, -4.5561, -2.1395], [-1.2248, -3.0341, -3.7813], [2.6981, -1.2918, -0.2926], [3.5673, -1.0868, -1.0864], [2.5773, -0.6565, 0.8910], [0.6221, -2.5750, 1.3288], [-0.3900, -2.0969, 0.1356], [1.1956, -2.1834, -1.4607], [2.5844, -3.7798, 0.7606], [3.0123, -3.8552, -0.9364], [0.1926, -4.5802, 0.0011], [1.4806, -5.7419, 0.1324], [0.3527, -6.2050, -1.9560], [1.9404, -5.5932, -2.3123], [1.0869, -3.7679, -3.3517], [-1.5203, -5.2914, -1.5002], [-2.7526, -4.3986, -2.3025], [-0.5414, -2.5242, -4.3142], [-2.1702, -2.6927, -3.8044], [-2.7817, -1.5571, -0.4098], [-3.0578, 0.2380, 0.1278], [-4.3882, 0.6993, 0.0687], [-4.6972, 1.9406, 0.5208], [-6.4972, 2.4936, 0.4799], [-3.6915, 2.8013, 1.0309], [-3.9427, 4.1084, 1.5082], [-2.9064, 4.8612, 1.9723], [-1.6094, 4.3133, 1.9512], [-1.3355, 3.1050, 1.5247], [-2.3581, 2.3399, 1.0753], [-2.0364, 1.0060, 0.6408], [-0.7738, 0.5734, 0.7975], [-5.1612, 0.0463, -0.3104], [-4.9532, 4.4932, 1.4992], [-3.0617, 5.8651, 2.3446], [-0.7699, 4.9059, 2.3026], [2.4802, 3.8371, -3.5077], [1.8751, 2.5234, -3.3373], [1.7466, 1.9139, -2.1043], [0.9614, 0.7887, -2.2091], [0.7566, 0.0017, -1.2420], [0.5516, 0.7509, -3.5698], [1.1231, 1.8292, -4.2116], [0.9908, 2.2783, -5.6235], [2.4632, 2.2060, -0.9316], [1.6750, 2.2308, 0.2285], [2.2823, 2.0304, 1.4691], [3.6952, 2.0279, 1.5422], [4.4439, 2.1887, 0.4100], [3.8283, 2.1989, -0.8579], [2.7168, 4.2433, -2.5300], [1.7802, 4.5087, -4.0009], [3.3971, 3.7690, -4.0921], [-0.0940, 0.0137, -4.0175], [0.4093, 1.5549, -6.1890], [1.9676, 2.3850, -6.0974], [0.4825, 3.2425, -5.6803], [0.6094, 2.4107, 0.1745], [0.4884, 2.0974, 2.6578], [4.1711, 1.8874, 2.5048], [5.5241, 2.2071, 0.4689], [4.4305, 2.1312, -1.7556], [1.4315, 1.5673, 2.5525], [0.2495, -0.7116, 3.4920], [-1.4760, 0.1462, 3.7869], [-2.6962, -0.3393, 3.3172], [-3.8805, 0.3465, 3.5542], [-3.8637, 1.5452, 4.2552], [-2.6563, 2.0520, 4.7179], [-1.4771, 1.3560, 4.4878], [1.4268, -0.3731, 5.0121], [2.8173, -0.4314, 4.8763], [3.6491, -0.3195, 5.9795], [3.0996, -0.1446, 7.2448], [1.7227, -0.0882, 7.3958], [0.8916, -0.2050, 6.2870], [0.2145, -2.6849, 3.3994], [-0.9477, -3.4541, 3.3030], [-0.8884, -4.8427, 3.2434], [0.3390, -5.4920, 3.2721], [1.5064, -4.7441, 3.3724], [1.4412, -3.3577, 3.4378], [1.9431, 1.3746, 3.4819], [-2.7441, -1.2563, 2.7368], [-4.8183, -0.0555, 3.1874], [-4.7882, 2.0782, 4.4437], [-2.6329, 2.9838, 5.2710], [-0.5478, 1.7648, 4.8733], [3.2668, -0.5521, 3.8925], [4.7245, -0.3682, 5.8551], [3.7452, -0.0538, 8.1091], [1.2886, 0.0440, 8.3792], [-0.1821, -0.1725, 6.4318], [-1.9242, -2.9824, 3.3096], [-1.8068, -5.4180, 3.2048], [0.3854, -6.5747, 3.2472], [2.4693, -5.2401, 3.4246], [2.3666, -2.7992, 3.5386]],
  "lowdin_charge": [0.884, 0.048, -0.264, -0.108, -0.164, -0.137, 0.103, -0.440, 0.223, 0.219, -0.538, 0.150, -0.136, 0.049, 0.003, 0.128, 0.120, 0.135, 0.102, 0.125, 0.128, 0.137, 0.165, 0.119, 0.129, 0.122, 0.125, 0.852, -0.563, -0.178, -0.623, 0.848, -0.184, -0.018, -0.022, -0.100, 0.130, -0.141, -0.292, -0.237, 0.099, 0.086, 0.117, 0.121, 0.033, -0.035, 0.073, -0.344, -0.070, 0.071, -0.247, 0.006, -0.184, -0.011, -0.290, 0.002, -0.014, 0.027, 0.095, 0.101, 0.106, 0.099, 0.089, 0.099, 0.097, 0.119, 0.059, 0.132, 0.124, 0.135, -0.105, 1.100, -0.283, -0.117, -0.072, -0.066, -0.065, -0.120, -0.314, -0.139, -0.069, -0.067, -0.063, -0.096, -0.305, -0.096, -0.074, -0.079, -0.076, -0.119, 0.051, 0.073, 0.116, 0.116, 0.114, 0.103, 0.098, 0.110, 0.111, 0.112, 0.102, 0.084, 0.109, 0.111, 0.115, 0.101]
}

# 3
{
  "formula": "C45H46N4O3P3S5Y",
  "method": "ωB97M-V/def2-TZVPD",
  "multiplicity": 2,
  "charge": -1,
  "homo_lumo_gap_ev": [4.578, 7.178],
  "largest_force_ev_per_a": 2.1,
  "species": ["Y", "S", "P", "C", "P", "S", "C", "C", "C", "C", "C", "C", "C", "C", "C", "C", "C", "C", "C", "C", "C", "C", "C", "C", "C", "C", "C", "C", "C", "C", "H", "H", "H", "H", "H", "H", "H", "H", "H", "H", "H", "H", "H", "H", "H", "H", "H", "H", "H", "H", "S", "N", "C", "C", "C", "C", "C", "N", "C", "C", "N", "C", "C", "C", "C", "C", "N", "H", "H", "H", "H", "H", "H", "C", "C", "O", "P", "S", "S", "O", "C", "C", "H", "H", "H", "H", "H", "H", "H", "H", "H", "H", "C", "C", "O", "C", "C", "H", "H", "H", "H", "H", "H", "H", "H", "H", "H"],
  "xyz": [[-0.0175, 0.0061, -0.3266], [1.4749, 1.4803, 2.0610], [-0.4725, 1.6848, 2.3712], [-1.4738, 1.2733, 0.9986], [-2.7103, 0.1503, 1.5380], [-2.3413, -1.7713, 1.7761], [-3.5984, 0.7661, 3.0091], [-3.7505, -0.0026, 4.1534], [-4.4104, 0.5248, 5.2480], [-4.9124, 1.8144, 5.2027], [-4.7706, 2.5784, 4.0539], [-4.1187, 2.0524, 2.9580], [-4.0460, 0.3196, 0.2993], [-5.3302, -0.1231, 0.5989], [-6.3420, -0.0013, -0.3375], [-6.0681, 0.5317, -1.5889], [-4.7834, 0.9461, -1.8990], [-3.7780, 0.8534, -0.9515], [-0.7913, 0.9911, 4.0381], [-1.3331, 1.7230, 5.0866], [-1.5001, 1.1287, 6.3221], [-1.1496, -0.1966, 6.5123], [-0.6210, -0.9319, 5.4637], [-0.4309, -0.3391, 4.2306], [-0.6791, 3.4778, 2.7149], [-1.5699, 4.2327, 1.9680], [-1.7333, 5.5800, 2.2358], [-0.9866, 6.1841, 3.2328], [-0.0589, 5.4416, 3.9483], [0.0978, 4.0940, 3.6921], [-3.3360, -1.0010, 4.1878], [-4.5267, -0.0694, 6.1439], [-5.4143, 2.2266, 6.0670], [-5.1675, 3.5843, 4.0144], [-3.9992, 2.6259, 2.0494], [-5.5196, -0.5521, 1.5746], [-7.3508, -0.3184, -0.1030], [-6.8578, 0.6209, -2.3246], [-4.5536, 1.3549, -2.8725], [-2.7785, 1.2132, -1.1719], [-1.6422, 2.7486, 4.9412], [-1.9090, 1.7119, 7.1346], [-1.2853, -0.6549, 7.4807], [-0.3534, -1.9692, 5.6011], [-0.0077, -0.9061, 3.4083], [-2.1301, 3.7423, 1.1808], [-2.4508, 6.1536, 1.6662], [-1.1203, 7.2338, 3.4554], [0.5411, 5.9200, 4.7102], [0.8178, 3.5057, 4.2477], [-0.0066, -7.9772, 0.0256], [0.8550, -6.8514, 0.8566], [0.4763, -5.6533, 0.4294], [0.9766, -4.4026, 0.8959], [1.9032, -4.3260, 1.9284], [2.3612, -3.0864, 2.3277], [1.8813, -1.9588, 1.6641], [0.9882, -1.9901, 0.6910], [0.4907, -3.1998, 0.2966], [-0.5431, -3.2507, -0.6838], [-1.0690, -2.0837, -1.1540], [-2.0787, -2.1394, -2.0003], [-2.6116, -3.3214, -2.5123], [-2.0840, -4.5187, -2.0755], [-1.0617, -4.5041, -1.1328], [-0.5246, -5.7053, -0.5842], [-0.8853, -6.9429, -0.9019], [2.2376, -5.2425, 2.3926], [3.0696, -2.9743, 3.1348], [2.2414, -0.9762, 1.9558], [-2.5062, -1.1913, -2.3068], [-3.4214, -3.2808, -3.2257], [-2.4463, -5.4726, -2.4301], [-0.6550, -0.0254, -7.2120], [-0.6768, -0.7497, -5.8731], [0.5256, -0.4900, -5.1685], [0.6996, 0.2097, -3.7109], [-1.0429, 0.8907, -3.0510], [1.8206, -1.0334, -2.6418], [1.5245, 1.5434, -4.1234], [2.7074, 1.4474, -4.9055], [3.3754, 2.8128, -4.9176], [-1.4396, -0.4049, -7.8628], [0.3078, -0.1915, -7.6887], [-0.7981, 1.0419, -7.0627], [-0.7269, -1.8338, -6.0257], [-1.5316, -0.4255, -5.2702], [2.4378, 1.1452, -5.9241], [3.3623, 0.6719, -4.4872], [2.7143, 3.5500, -5.3667], [4.2971, 2.7703, -5.4919], [3.6092, 3.1289, -3.9044], [3.8155, 0.5184, -0.2457], [3.3757, 1.7260, -1.0584], [1.9649, 1.9289, -1.0168], [1.6638, 3.3005, -1.2346], [0.1765, 3.5626, -1.0970], [4.8746, 0.3354, -0.4204], [3.2520, -0.3635, -0.5431], [3.6536, 0.7138, 0.8103], [3.6842, 1.6088, -2.1086], [3.8671, 2.6265, -0.6553], [2.0182, 3.5948, -2.2343], [2.2081, 3.9012, -0.4850], [-0.3832, 2.9911, -1.8334], [-0.0272, 4.6201, -1.2512], [-0.1405, 3.2803, -0.0929]],
  "mulliken_spin": [-0.016, 0.001, 0.004, 0.010, 0.005, -0.001, -0.001, 0.000, 0.000, 0.000, 0.000, 0.000, -0.001, 0.001, 0.000, -0.001, 0.002, 0.001, -0.004, 0.000, 0.000, 0.001, -0.002, -0.010, -0.001, 0.000, 0.000, 0.000, 0.000, 0.000, 0.000, 0.000, 0.000, 0.000, 0.000, 0.000, 0.000, 0.000, 0.000, -0.001, 0.000, 0.000, 0.000, 0.002, 0.012, 0.000, 0.000, 0.000, 0.000, 0.000, 0.097, 0.044, -0.019, 0.100, -0.020, 0.176, -0.080, 0.099, 0.140, 0.135, 0.099, -0.072, 0.175, -0.036, 0.123, -0.016, 0.053, -0.005, 0.014, -0.004, -0.015, 0.014, -0.005, 0.001, 0.005, -0.002, -0.002, 0.000, 0.003, 0.000, 0.000, 0.000, 0.000, 0.000, 0.000, -0.001, -0.001, 0.000, 0.000, 0.000, 0.000, 0.000, 0.004, 0.000, 0.001, 0.000, -0.001, 0.000, -0.002, -0.001, 0.000, 0.000, 0.000, 0.000, 0.000, 0.000, 0.000]
}